A cluster of 16 separate species, C69H163N7O16 in total, computed with ωB97M-V/def2-TZVPD.

Output
* gap between HOMO and LUMO: 8.26 eV

```
255
Properties=species:S:1:pos:R:3:forces:R:3
C 4.473 4.032 -2.802 1.300 0.034 -0.672
O 4.905 3.581 -4.117 -0.903 0.464 0.555
H 5.007 3.443 -2.056 -0.721 -0.452 0.298
H 4.785 5.046 -2.552 0.086 0.372 -0.503
H 3.384 4.044 -2.766 0.169 -0.589 0.048
H 5.862 3.525 -4.168 0.034 0.111 0.305
C -5.088 -2.000 -4.431 -1.980 0.776 1.549
O -4.158 -3.015 -4.365 1.583 -0.794 -0.674
H -6.085 -2.381 -4.650 -0.119 0.018 -0.729
H -5.253 -1.603 -3.429 0.111 0.483 0.250
H -4.859 -1.142 -5.063 0.463 -0.615 -0.345
H -4.449 -3.678 -3.735 -0.094 0.108 -0.018
C 5.080 0.214 -2.494 -1.068 -1.899 0.313
O 6.115 0.209 -1.564 1.546 1.077 0.801
H 5.436 -0.146 -3.459 -0.216 0.623 -0.303
H 4.472 -0.587 -2.073 -1.154 -0.131 -0.724
H 4.457 1.108 -2.493 0.691 0.221 -0.155
H 6.503 -0.666 -1.639 0.256 0.061 0.234
C 3.950 -0.211 -5.846 0.385 1.254 0.691
O 5.012 -0.986 -6.307 0.549 -1.119 -0.848
H 3.436 0.399 -6.589 -0.229 -0.462 -0.343
H 3.265 -0.837 -5.273 -0.072 0.082 -0.125
H 4.430 0.527 -5.204 -0.616 0.252 0.518
H 5.310 -0.698 -7.173 -0.103 0.050 0.055
C -7.895 -0.071 -0.303 1.236 0.703 0.796
O -6.827 -0.396 -1.161 -0.581 -0.869 -1.953
H -7.725 -0.601 0.634 -0.288 0.279 0.337
H -7.738 1.003 -0.196 -0.969 0.273 0.778
H -8.917 -0.290 -0.611 0.381 -0.166 -0.803
H -6.014 -0.416 -0.652 -0.104 -0.188 0.530
C -3.967 0.770 -7.008 1.042 -0.847 -1.862
O -5.342 0.495 -7.041 -0.125 0.503 0.990
H -3.583 0.172 -7.835 0.350 -0.167 0.033
H -3.693 1.780 -7.312 -0.231 0.400 0.507
H -3.421 0.434 -6.126 -0.284 0.214 0.279
H -5.656 0.918 -6.238 -0.770 -0.025 0.013
C -3.535 4.671 0.659 -0.247 -0.664 -0.378
C -2.774 4.575 1.946 0.762 2.408 2.120
C -2.149 6.020 2.095 1.580 0.206 0.615
C -1.452 6.337 3.459 -1.945 -0.916 0.166
C -2.604 6.209 4.491 0.742 -1.137 -0.209
C -3.239 4.766 4.497 0.119 0.153 1.694
N -3.698 4.476 3.157 -0.087 0.985 -1.887
O -4.408 3.265 3.077 0.335 -1.003 0.034
C -2.249 3.716 5.121 -0.178 0.224 -0.500
C -4.536 4.832 5.431 0.727 -0.665 -0.632
C -1.678 3.527 1.963 0.473 0.150 -0.749
H -2.953 5.137 -0.136 0.334 0.126 0.245
H -4.397 5.314 0.834 -0.358 -0.454 -0.249
H -3.711 3.669 0.267 -0.817 0.006 0.046
H -1.371 6.199 1.353 -0.037 -0.515 -0.545
H -2.881 6.801 1.886 -0.367 -0.170 0.172
H -1.011 7.332 3.523 -0.088 0.031 -0.318
H -0.670 5.615 3.695 0.098 0.005 -0.136
H -3.347 6.951 4.198 -0.222 -0.038 0.399
H -2.223 6.361 5.501 -0.232 0.323 0.109
H -2.605 2.704 4.929 -0.243 -0.002 0.138
H -1.244 3.736 4.700 -0.039 0.280 -0.137
H -2.129 3.853 6.196 -0.216 0.069 0.029
H -5.066 3.888 5.558 0.014 -0.415 -0.872
H -4.334 4.957 6.495 0.492 1.066 -0.144
H -5.219 5.552 4.981 -0.027 0.198 0.437
H -0.785 3.905 2.460 -0.256 -0.394 0.758
H -1.258 3.364 0.971 -0.471 -0.229 -0.407
H -2.066 2.582 2.345 0.422 0.091 0.184
H -5.305 3.481 3.341 -0.120 0.131 -0.110
C 5.192 -4.206 1.882 0.989 -0.102 0.898
C 3.884 -3.351 1.786 1.746 -1.676 -0.468
C 2.854 -4.343 1.207 -2.273 0.938 1.273
C 1.360 -3.937 1.662 1.832 0.353 -0.672
C 1.232 -3.483 3.111 0.651 0.968 -0.412
C 2.245 -2.367 3.544 -0.103 -0.405 -2.766
N 3.564 -2.883 3.118 -1.463 -0.350 2.705
O 4.489 -2.039 3.744 1.039 -0.546 -0.562
C 1.935 -0.986 2.849 -0.599 -0.351 0.855
C 1.996 -2.255 5.044 1.940 -0.439 -0.572
C 4.181 -2.262 0.786 -0.093 0.855 -0.564
H 5.145 -5.292 1.807 -0.848 -0.065 -0.693
H 5.627 -4.191 2.882 0.092 0.875 0.100
H 5.954 -3.884 1.173 0.037 0.085 0.046
H 2.913 -4.327 0.119 -0.049 0.191 -0.052
H 3.064 -5.380 1.470 -0.009 0.157 0.445
H 0.722 -4.780 1.398 -0.388 0.292 0.045
H 1.129 -3.038 1.091 -0.437 -0.272 -0.544
H 1.349 -4.343 3.770 -0.270 0.212 0.293
H 0.340 -2.878 3.277 -0.921 -1.017 -0.066
H 2.783 -0.353 2.587 0.170 -0.393 -0.129
H 1.272 -1.106 1.993 0.074 0.096 -0.133
H 1.415 -0.401 3.608 -0.346 0.231 -0.211
H 2.257 -3.285 5.283 -0.778 0.006 1.232
H 2.710 -1.629 5.579 -0.017 0.215 -0.229
H 0.990 -1.863 5.196 -0.046 -0.654 0.230
H 5.011 -1.615 1.070 -0.052 0.095 0.505
H 3.288 -1.658 0.623 0.018 0.188 -0.262
H 4.540 -2.666 -0.161 -0.383 -0.258 -0.139
H 4.363 -1.177 3.341 0.304 0.659 -0.084
C 3.766 -7.434 -0.904 0.170 1.046 0.686
C 2.402 -7.942 -1.425 2.293 -0.800 0.152
C 1.318 -7.395 -0.580 -1.277 1.366 1.123
C -0.076 -7.537 -1.157 0.128 -0.629 0.040
C -0.169 -6.975 -2.573 0.600 -0.813 0.880
C 0.951 -7.597 -3.504 -1.167 2.064 0.648
N 2.250 -7.501 -2.810 -1.212 1.523 0.716
O 3.265 -7.999 -3.604 0.179 -0.578 -0.048
C 0.510 -8.941 -3.966 -0.774 -1.901 -0.444
C 1.033 -6.702 -4.745 1.489 0.730 -0.352
C 2.477 -9.463 -1.194 -0.394 -0.759 -0.620
H 4.679 -7.645 -1.462 -0.442 -0.464 -0.406
H 3.940 -7.794 0.110 -0.132 -0.358 0.100
H 3.781 -6.352 -0.769 -0.279 0.217 -0.283
H 1.301 -7.810 0.428 0.353 -0.463 -0.037
H 1.498 -6.343 -0.356 0.088 0.373 -0.436
H -0.808 -7.111 -0.471 -0.031 0.419 -0.117
H -0.348 -8.592 -1.150 0.049 -0.315 -0.224
H -0.086 -5.893 -2.471 0.089 0.100 -0.506
H -1.168 -7.264 -2.901 0.087 0.318 -0.671
H -0.058 -8.822 -4.889 0.107 -0.105 -0.118
H 1.283 -9.684 -4.162 0.408 0.302 -0.268
H -0.167 -9.498 -3.319 -0.073 0.303 0.516
H 0.121 -6.506 -5.309 -0.169 -0.547 0.225
H 1.466 -5.723 -4.542 -0.267 0.206 0.675
H 1.824 -7.080 -5.394 -0.349 -0.476 -0.407
H 3.441 -9.928 -1.396 0.187 0.266 -0.295
H 1.743 -9.966 -1.824 -0.184 -0.277 0.188
H 2.285 -9.711 -0.150 -0.203 0.130 -0.050
H 3.127 -8.935 -3.444 0.730 -0.825 -0.645
C -0.288 5.273 -4.922 0.409 -1.108 0.043
C -0.887 5.947 -3.680 0.503 1.066 -0.791
C -0.084 7.291 -3.633 0.060 0.012 1.775
C -0.792 8.476 -2.971 -1.201 -0.092 -2.044
C -2.106 8.618 -3.760 0.561 -0.449 1.039
C -3.067 7.411 -3.624 1.864 0.810 -0.464
N -2.286 6.221 -4.016 0.484 2.450 -0.633
O -3.058 5.134 -4.266 -0.838 -1.825 0.565
C -3.566 7.282 -2.178 -0.866 0.172 -0.769
C -4.159 7.775 -4.657 -0.987 -0.839 1.289
C -0.649 5.149 -2.389 0.247 0.544 -0.394
H -0.646 5.733 -5.843 -0.183 0.072 0.137
H -0.481 4.201 -4.962 -0.345 -0.122 -0.046
H 0.799 5.339 -4.958 0.147 0.148 0.281
H 0.783 7.207 -2.977 0.413 -0.896 -0.224
H 0.329 7.527 -4.614 -0.446 0.292 -0.064
H -0.226 9.356 -3.279 0.273 0.202 0.872
H -0.967 8.370 -1.900 0.350 0.100 -0.007
H -1.743 8.659 -4.787 -0.550 0.267 -0.292
H -2.648 9.523 -3.483 -0.020 0.076 -0.144
H -3.981 8.247 -1.888 0.149 0.062 0.450
H -4.394 6.576 -2.136 0.005 -0.210 -0.003
H -2.790 6.918 -1.505 -0.011 0.356 -0.056
H -3.884 7.781 -5.712 0.292 -0.473 0.187
H -4.989 7.112 -4.414 -0.242 -0.284 -0.792
H -4.583 8.761 -4.467 0.320 0.200 0.280
H -1.155 4.186 -2.452 -0.007 0.105 0.347
H -0.925 5.737 -1.514 -0.580 -0.168 0.041
H 0.428 5.059 -2.242 0.138 -0.572 -0.263
H -3.164 5.052 -5.217 0.078 0.119 -0.288
C 7.438 1.485 1.417 0.866 0.169 0.415
C 6.985 1.870 2.853 0.991 -1.030 -0.825
C 7.593 3.328 3.170 -0.246 -0.242 -0.201
C 6.773 4.543 2.606 -1.502 -2.232 1.177
C 5.326 4.240 3.056 0.874 0.202 0.545
C 4.684 2.945 2.541 0.037 0.880 -0.670
N 5.498 1.812 2.896 0.689 0.041 1.978
O 4.942 0.526 2.573 0.609 1.750 0.218
C 3.361 2.883 3.249 -1.764 -0.049 0.715
C 4.470 3.033 1.030 -0.399 -0.414 -0.850
C 7.469 0.765 3.887 -0.404 0.590 0.437
H 8.431 1.035 1.406 0.063 -0.297 0.355
H 7.628 2.383 0.829 -0.717 0.005 -0.369
H 6.774 0.762 0.943 0.032 0.306 -0.235
H 7.795 3.368 4.240 -0.838 0.400 0.320
H 8.620 3.456 2.827 0.092 -0.793 -0.662
H 6.705 4.549 1.518 0.843 0.387 -0.025
H 7.036 5.485 3.087 0.445 -0.020 -0.496
H 4.686 5.098 2.852 -0.252 -0.172 -0.179
H 5.379 4.124 4.138 -0.197 0.134 0.248
H 2.715 2.101 2.849 -0.006 -0.139 0.163
H 3.364 2.843 4.338 0.928 -1.039 0.153
H 2.771 3.800 3.263 0.092 0.457 -1.273
H 4.270 2.063 0.574 -0.205 -0.398 0.255
H 3.582 3.608 0.767 0.134 0.373 0.044
H 5.328 3.349 0.437 0.111 0.460 0.327
H 7.209 1.084 4.896 -0.291 0.220 0.049
H 8.518 0.488 3.991 0.342 0.600 -0.783
H 6.968 -0.195 3.765 -0.284 0.194 -0.418
H 4.973 0.475 1.614 -0.009 -0.197 -0.601
C -1.726 0.037 -3.769 -0.414 1.226 0.028
C -1.698 -0.232 -2.235 -2.163 -0.735 -0.736
C -1.451 -1.711 -2.077 2.316 -1.720 0.947
C 0.080 -2.056 -2.331 -0.632 0.368 0.523
C 1.014 -1.124 -1.512 0.481 -0.708 -1.084
C 0.736 0.394 -1.616 0.194 -1.518 -0.236
N -0.738 0.537 -1.402 0.603 -2.435 0.185
O -1.121 1.830 -1.374 -0.144 2.050 0.052
C 1.537 1.026 -0.459 0.058 1.407 -0.044
C 1.346 0.864 -3.038 -0.557 0.308 1.256
C -3.217 0.034 -1.689 1.059 -0.555 -0.950
H -2.726 -0.109 -4.178 -0.162 -0.353 0.375
H -1.083 -0.519 -4.451 0.432 -0.084 0.545
H -1.585 1.105 -3.936 0.296 0.229 -0.197
H -1.681 -2.050 -1.067 0.116 0.347 0.500
H -2.054 -2.415 -2.649 -0.272 0.728 -0.681
H 0.290 -2.101 -3.399 0.061 0.824 -0.214
H 0.351 -3.084 -2.089 -0.425 -0.167 0.577
H 2.036 -1.277 -1.861 0.224 0.143 -0.538
H 1.181 -1.510 -0.507 -0.978 0.368 0.469
H 1.588 2.114 -0.505 -0.364 0.326 -0.362
H 1.203 0.862 0.566 -0.455 -0.620 -0.217
H 2.600 0.787 -0.485 0.003 -0.649 -0.299
H 1.400 0.075 -3.789 -0.215 -0.129 0.237
H 0.824 1.706 -3.492 -0.227 0.100 0.033
H 2.357 1.229 -2.855 0.024 -0.114 -0.008
H -3.839 -0.841 -1.876 0.558 -0.755 0.453
H -3.833 0.678 -2.315 0.636 1.125 0.250
H -3.240 0.267 -0.624 -0.067 0.192 -0.236
H -0.764 2.185 -2.191 -0.129 0.794 -0.459
C -2.707 -3.782 1.598 0.829 -0.797 -0.197
C -3.285 -4.402 2.865 0.581 0.294 0.871
C -2.247 -5.447 3.558 -0.610 0.446 -0.408
C -2.416 -5.700 5.093 -0.111 0.464 -1.602
C -2.527 -4.402 5.859 -1.795 0.513 -0.960
C -3.581 -3.338 5.214 0.228 0.419 0.084
N -3.452 -3.232 3.745 1.495 -0.245 1.338
O -4.222 -2.182 3.162 -0.332 -1.193 0.772
C -5.032 -3.685 5.613 -0.122 -1.283 -0.196
C -3.236 -1.994 5.872 0.013 0.459 -0.603
C -4.571 -5.147 2.577 0.152 0.234 -0.231
H -1.906 -3.107 1.899 0.271 -0.150 -0.115
H -3.363 -3.196 0.955 -0.453 -0.255 0.284
H -2.310 -4.623 1.030 0.262 0.158 -0.444
H -2.353 -6.429 3.097 -0.599 -0.045 -0.360
H -1.222 -5.236 3.250 0.167 0.774 0.462
H -1.544 -6.271 5.411 -0.063 -0.066 0.180
H -3.296 -6.327 5.236 -0.075 -0.029 0.080
H -1.515 -4.012 5.969 -0.282 0.563 0.118
H -3.020 -4.602 6.810 0.580 0.076 0.397
H -5.214 -4.704 5.273 -0.053 -0.299 0.201
H -5.237 -3.674 6.684 0.260 0.126 0.107
H -5.845 -3.145 5.127 0.490 0.639 -0.154
H -3.462 -2.088 6.934 0.281 0.282 0.034
H -2.226 -1.635 5.674 0.477 -0.660 0.351
H -3.776 -1.145 5.452 -0.808 -0.260 0.123
H -4.760 -5.802 3.428 -0.607 -0.030 -0.258
H -4.458 -5.714 1.653 0.011 -0.339 0.123
H -5.348 -4.410 2.374 -0.318 -0.171 0.341
H -3.570 -1.485 3.053 0.272 0.277 -0.311
O -6.181 3.192 -2.222 -0.107 0.059 -0.242
H -5.585 2.579 -1.791 0.158 -0.261 0.085
H -6.422 3.815 -1.537 -0.058 0.182 0.156
O -5.274 -0.956 0.911 -0.060 0.213 -0.320
H -5.626 -1.669 1.443 0.051 -0.298 0.229
H -4.778 -0.418 1.529 0.353 0.001 0.144
O -2.718 -0.032 2.069 -0.196 -0.110 0.366
H -3.032 0.868 2.161 -0.052 0.474 0.183
H -2.289 -0.051 1.214 0.340 -0.142 -0.423
```
Positions in Å, forces in eV/Å.

Atom charges from the Mulliken analysis, given in e for atoms 1 to 2: number 1, C, carries -0.188; number 2, O, carries -0.542